(P)
{"formula": "C5H8N5", "method": "the ωB97M-V functional and the def2-TZVPD basis", "total_charge": 1, "homo_ha": -0.492, "homo_lumo_gap_ha": 0.3244, "elements": ["C", "C", "C", "C", "C", "N", "N", "N", "N", "N", "H", "H", "H", "H", "H", "H", "H", "H"], "positions_angstrom": [[0.711, 2.143, 0.021], [2.066, 0.238, -0.064], [-0.315, -0.624, -0.036], [-2.433, 0.657, -0.015], [2.919, -0.886, -0.008], [-0.474, 1.735, 0.079], [1.889, 1.392, 0.064], [-3.156, -0.372, -0.031], [-1.060, 0.540, 0.212], [-1.011, -1.681, 0.215], [0.978, 3.132, -0.066], [-2.845, 1.612, -0.221], [3.881, -0.605, -0.133], [2.622, -1.661, -0.874], [2.982, -1.222, 0.945], [-4.078, -0.171, -0.371], [-0.708, -2.542, -0.144], [-1.967, -1.685, 0.427]]}

(Q)
{"formula": "C5H8N5", "method": "the ωB97M-V functional and the def2-TZVPD basis", "total_charge": 1, "homo_ha": -0.464, "homo_lumo_gap_ha": 0.3221, "elements": ["C", "N", "N", "C", "N", "C", "N", "N", "C", "C", "H", "H", "H", "H", "H", "H", "H", "H"], "positions_angstrom": [[-1.359, 1.824, -0.089], [-0.314, 0.798, -0.069], [-0.780, -0.575, 0.092], [0.296, -1.481, 0.053], [0.071, -2.836, 0.025], [1.431, -0.686, -0.054], [2.785, -0.571, -0.072], [3.186, 0.679, -0.081], [2.155, 1.464, 0.078], [0.992, 0.761, -0.050], [-1.028, 2.812, 0.055], [-1.997, 1.787, -0.986], [-2.038, 1.473, 0.665], [-1.643, -0.842, 0.406], [0.914, -3.348, -0.048], [-0.687, -3.363, -0.119], [3.461, -1.240, -0.065], [2.317, 2.510, 0.154]]}

It is (Q) that is the most stable of them.

(P)
{"formula": "C6H11N", "method": "the ωB97M-V functional and the def2-TZVPD basis", "total_charge": 1, "homo_ha": [-0.502, -0.501], "homo_lumo_gap_ha": [0.3658, 0.2369], "spin_multiplicity": 2, "elements": ["C", "C", "C", "N", "C", "C", "C", "H", "H", "H", "H", "H", "H", "H", "H", "H", "H", "H"], "positions_angstrom": [[1.104, 2.542, 1.406], [-0.046, 1.622, 0.958], [-0.162, 0.250, 1.053], [-1.129, -0.503, 0.477], [-0.771, -1.844, -0.029], [-0.158, -1.379, -2.435], [0.128, -1.805, -1.198], [1.900, 2.556, 0.634], [1.469, 2.130, 2.369], [0.996, 3.610, 1.563], [-0.900, 2.153, 0.544], [0.613, -0.443, 1.344], [-1.525, 0.030, -0.305], [-0.576, -2.481, 0.840], [-1.730, -2.217, -0.464], [-0.789, -0.475, -2.474], [0.405, -1.647, -3.288], [1.171, -2.099, -0.996]]}

(Q)
{"formula": "C6H11N", "method": "the ωB97M-V functional and the def2-TZVPD basis", "total_charge": 1, "homo_ha": [-0.491, -0.512], "homo_lumo_gap_ha": [0.3498, 0.2855], "spin_multiplicity": 2, "elements": ["C", "C", "C", "N", "C", "C", "C", "H", "H", "H", "H", "H", "H", "H", "H", "H", "H", "H"], "positions_angstrom": [[1.305, -1.626, 0.778], [0.509, -0.407, 0.415], [0.790, 0.251, -0.791], [1.284, -0.333, -1.852], [-0.694, -0.130, 1.207], [-1.735, 0.584, 0.351], [-1.814, 1.880, 0.096], [2.374, -1.414, 0.669], [1.138, -2.463, 0.088], [1.035, -1.952, 1.770], [0.742, 1.331, -0.921], [1.534, 0.199, -2.672], [1.413, -1.337, -1.875], [-1.089, -0.950, 1.792], [-0.425, 0.649, 1.948], [-2.239, -0.086, -0.339], [-2.413, 2.134, -0.769], [-1.322, 2.629, 0.692]]}

(R)
{"formula": "C6H11N", "method": "the ωB97M-V functional and the def2-TZVPD basis", "total_charge": 1, "homo_ha": [-0.519, -0.495], "homo_lumo_gap_ha": [0.3699, 0.1791], "spin_multiplicity": 2, "elements": ["C", "N", "C", "C", "C", "C", "C", "H", "H", "H", "H", "H", "H", "H", "H", "H", "H", "H"], "positions_angstrom": [[-1.829, -1.983, -0.648], [-1.946, -0.566, -0.984], [-1.637, 0.359, 0.098], [3.155, 1.399, 0.386], [2.210, 0.400, 0.588], [0.806, 0.578, 0.840], [-0.126, 0.370, -0.034], [-1.871, -2.454, -1.605], [-2.475, -2.517, 0.113], [-0.786, -2.240, -0.450], [-2.858, -0.435, -1.270], [-1.816, -0.013, 1.195], [-2.250, 1.276, -0.050], [2.875, 2.333, 0.420], [4.223, 1.187, 0.143], [2.449, -0.681, 0.185], [0.637, 0.653, 1.921], [0.031, 0.114, -1.091]]}

It is (Q) that is the most stable of them.

(P)
{"formula": "C6H11N", "method": "the ωB97M-V functional and the def2-TZVPD basis", "total_charge": 1, "homo_ha": [-0.499, -0.524], "homo_lumo_gap_ha": [0.3398, 0.2676], "spin_multiplicity": 2, "elements": ["C", "N", "C", "C", "C", "C", "C", "H", "H", "H", "H", "H", "H", "H", "H", "H", "H", "H"], "positions_angstrom": [[2.298, -1.292, -1.163], [0.795, -1.097, -0.963], [0.063, 0.042, -0.436], [-1.034, -0.377, 0.262], [-2.057, 0.483, 0.810], [-2.688, 0.341, 1.966], [0.700, 1.366, -0.424], [2.718, -0.320, -1.534], [2.587, -1.442, -0.124], [2.656, -2.059, -1.832], [0.314, -1.611, -1.692], [-1.198, -1.318, 0.824], [-1.902, 1.509, 0.439], [-3.102, 1.241, 2.449], [-2.755, -0.649, 2.381], [1.776, 1.233, -0.467], [0.451, 1.753, 0.584], [0.380, 2.199, -1.079]]}

(Q)
{"formula": "C6H11N", "method": "the ωB97M-V functional and the def2-TZVPD basis", "total_charge": 1, "homo_ha": [-0.491, -0.537], "homo_lumo_gap_ha": [0.3355, 0.2870], "spin_multiplicity": 2, "elements": ["C", "N", "C", "C", "C", "C", "C", "H", "H", "H", "H", "H", "H", "H", "H", "H", "H", "H"], "positions_angstrom": [[1.918, 0.722, -0.408], [-0.071, 1.254, -2.560], [-0.427, 0.478, -1.451], [0.488, 0.255, -0.426], [0.199, -0.553, 0.773], [-1.028, -0.866, 1.259], [-1.219, -1.370, 2.714], [2.079, 1.344, 0.659], [2.147, 1.413, -1.075], [2.714, -0.083, -0.305], [-0.609, 1.043, -3.295], [0.869, 1.128, -2.850], [-1.527, 0.372, -1.152], [1.130, -0.793, 1.321], [-1.953, -0.746, 0.615], [-0.365, -1.612, 3.365], [-1.763, -2.274, 2.669], [-1.810, -0.560, 3.197]]}

It is (Q) that is the most stable of them.